Molecular formula: C6H6S2
Method: DFT, ωB97M-V with the def2-TZVPD basis set

The geometry in ORCA input format:
```
! wB97M-V def2-TZVPD RIJCOSX def2/J DEFGRID3
* xyz 0 1
C -0.642 1.769 0.004
C 0.110 0.665 -0.008
C 1.641 0.760 -0.005
C 0.717 -1.623 -0.001
C -0.330 -0.748 0.001
C -1.677 -1.288 0.002
H -1.727 1.693 0.001
H -0.205 2.767 0.001
H 2.014 1.281 0.892
H 1.999 1.278 -0.881
H 0.605 -2.700 0.003
H -1.709 -2.381 -0.006
S 2.307 -0.942 0.000
S -3.103 -0.531 -0.002
*
```

Output
**E_LUMO**: -0.60 eV
**Relative energy (zero: lowest compared OMol25 entry of this formula, charge and spin)**: 1.66 kcal/mol
**E_HOMO**: -0.2988 Eh
**SMILES string**: C=C1CSC=C1C=S
**DFT total energy**: -27988.3545 eV
**Gap between HOMO and LUMO**: 0.2767 Ha
**Largest force on an atom**: 0.0128 Eh/bohr

Molecular formula: C52H29AuI4N6S3
Method: DFT, ωB97M-V with the def2-TZVPD basis set

The geometry in ORCA input format:
```
! wB97M-V def2-TZVPD RIJCOSX def2/J DEFGRID3
* xyz 0 1
Au -0.018 0.597 0.358
I 7.976 -1.519 5.539
C 6.281 -1.053 4.419
C 5.285 -0.264 4.974
C 4.160 0.043 4.224
C 4.025 -0.426 2.922
C 5.027 -1.227 2.382
C 6.155 -1.541 3.125
C 2.804 -0.113 2.127
C 2.926 0.700 1.010
C 4.173 1.158 0.460
C 3.905 1.726 -0.735
C 2.478 1.705 -0.913
C 1.793 2.306 -1.955
C 2.567 2.908 -3.075
C 3.408 3.997 -2.871
C 4.115 4.552 -3.927
C 3.979 4.016 -5.199
I 5.041 4.845 -6.789
C 3.140 2.933 -5.420
C 2.436 2.386 -4.359
C 0.403 2.428 -1.994
N -0.483 1.852 -1.135
C -1.732 2.343 -1.417
C -2.926 1.910 -0.852
C -4.197 2.554 -1.284
C -4.651 2.428 -2.594
C -5.842 3.016 -2.990
C -6.590 3.736 -2.069
I -8.379 4.626 -2.660
C -6.156 3.865 -0.758
C -4.965 3.270 -0.371
C -3.015 0.845 0.039
C -4.226 0.167 0.389
C -3.883 -0.939 1.095
C -2.460 -0.934 1.227
N -1.960 0.157 0.577
C -1.724 -1.845 1.982
C -0.392 -1.650 2.311
C 0.355 -2.459 3.235
C 1.578 -1.902 3.365
C 1.629 -0.773 2.474
N 0.411 -0.623 1.890
C -2.418 -3.072 2.460
C -2.667 -3.294 3.811
C -3.282 -4.467 4.225
C -3.658 -5.413 3.281
I -4.545 -7.192 3.904
C -3.442 -5.193 1.929
C -2.828 -4.017 1.528
C -1.612 3.293 -2.482
C -0.310 3.319 -2.860
N 1.919 1.076 0.168
H 5.383 0.110 5.984
H 3.379 0.659 4.653
H 4.910 -1.627 1.382
H 6.925 -2.171 2.701
H 5.135 1.026 0.926
H 4.606 2.129 -1.445
H 3.498 4.428 -1.881
H 4.762 5.402 -3.759
H 3.039 2.512 -6.411
H 1.791 1.531 -4.524
H -4.076 1.850 -3.307
H -6.189 2.905 -4.008
H -6.741 4.424 -0.042
H -4.624 3.370 0.653
H -5.214 0.484 0.100
H -4.529 -1.699 1.501
H -0.028 -3.344 3.711
H 2.405 -2.244 3.963
H -2.369 -2.555 4.545
H -3.466 -4.642 5.276
H -3.725 -5.924 1.184
H -2.657 -3.836 0.474
H -2.428 3.865 -2.889
H 0.145 3.915 -3.633
S -2.817 -6.071 -1.512
C -1.469 -5.164 -1.135
S -1.069 -3.691 -1.968
C 0.249 -3.379 -0.858
N 0.389 -4.320 0.028
N -0.555 -5.325 -0.156
C -0.529 -6.371 0.813
C -0.133 -6.057 2.108
C -0.111 -7.045 3.077
C -0.478 -8.346 2.761
C -0.849 -8.654 1.461
C -0.873 -7.673 0.479
S 1.184 -1.954 -0.976
H 0.164 -5.043 2.332
H 0.193 -6.795 4.086
H -0.466 -9.115 3.522
H -1.122 -9.668 1.199
H -1.163 -7.913 -0.531
*
```

Output
**E_LUMO**: -2.05 eV
**Relative energy (zero: lowest compared OMol25 entry of this formula, charge and spin)**: 8.09 kcal/mol
**E_HOMO**: -0.2493 Eh
**DFT total energy**: -131936.1539 eV
**Gap between HOMO and LUMO**: 0.1740 Ha
**Largest force on an atom**: 0.0054 Eh/bohr

Molecular formula: C16H18O11S
Method: DFT, ωB97M-V with the def2-TZVPD basis set

The geometry in ORCA input format:
```
! wB97M-V def2-TZVPD RIJCOSX def2/J DEFGRID3
* xyz 0 1
O 1.650 -0.065 6.633
O -0.479 -4.515 -0.073
O -1.342 -2.289 -0.682
O 1.547 0.559 4.405
O 1.192 1.344 -0.327
O 0.120 2.073 -5.002
O -0.110 2.987 -2.489
O 1.807 -0.302 -4.794
O 0.895 -0.492 -1.747
O 1.279 -2.665 0.073
O 0.156 -3.572 -2.355
C 1.038 0.080 5.570
C -0.316 -0.192 5.613
C -1.174 0.115 4.626
C -0.772 1.141 1.092
C 1.364 0.890 2.048
C -1.449 0.682 2.200
C 0.610 1.088 0.910
C 0.797 0.632 3.295
C -0.550 0.491 3.307
C -2.595 0.120 4.933
C 0.838 -2.517 -3.072
C 0.436 0.875 -1.437
C -0.025 1.241 -3.949
C 0.633 1.814 -2.721
C 0.450 -0.230 -4.164
C 0.194 -1.050 -2.912
S -0.124 -3.221 -0.685
H -0.155 3.012 -4.825
H 0.277 3.332 -1.689
H 1.974 0.586 -5.047
H 1.206 -1.776 -0.257
H -0.606 -0.412 6.584
H -1.478 1.252 0.286
H 2.409 0.879 2.136
H -2.469 0.696 2.177
H -2.879 0.161 5.969
H -3.127 -0.717 4.441
H -3.008 0.997 4.481
H 1.895 -2.473 -2.879
H 0.778 -2.671 -4.132
H -0.598 0.894 -1.325
H -1.024 1.080 -3.844
H 1.738 1.946 -2.746
H -0.104 -0.766 -4.911
H -0.899 -1.043 -2.716
*
```

Output
**E_LUMO**: -0.10 eV
**Relative energy (zero: lowest compared OMol25 entry of this formula, charge and spin)**: 63.01 kcal/mol
**E_HOMO**: -0.3311 Eh
**SMILES string**: Cc1cc(=O)oc2cc(O[C@@H]3O[C@H](COS(=O)(=O)O)[C@H](O)[C@H](O)[C@H]3O)ccc12
**DFT total energy**: -50237.0018 eV
**Gap between HOMO and LUMO**: 0.3276 Ha
**Largest force on an atom**: 0.1228 Eh/bohr